DFT (wB97M-V/def2-TZVPD) results for a structure of composition C8H22N2O2Rb.

Summary:
spin multiplicity	1
energy	-601.57740	Ha
energy relative to the best compared isomer or geometry (same formula, charge and spin)	8.833	eV
Kohn-Sham gap	9.2942	eV
net charge	+1
LUMO	-2.9	eV

CARTESIAN COORDINATES (ANGSTROEM)
H  -18.74275  -6.07892  -0.49512
H  -19.17987  -6.16225  -2.23517
H  -20.63008  -7.27350  0.13143
H  -22.28299  -11.22922  -3.00541
H  -24.49089  -5.87574  -0.11910
N  -19.97384  -8.48013  -1.43031
C  -20.75014  -10.64621  -1.48300
H  -19.07523  -8.32914  -0.99464
H  -20.13914  -12.29594  -0.16539
C  -24.08337  -6.07487  -1.11025
H  -22.40172  -10.29516  -0.55193
H  -20.47203  -9.26074  -1.02713
O  -20.47022  -10.59984  -3.84049
H  -21.21756  -10.63253  0.46750
H  -22.52462  -7.83828  -1.75729
H  -20.11518  -5.22747  -1.21969
H  -19.41653  -12.41930  -1.66230
C  -20.36210  -12.11110  -1.21621
H  -24.27404  -5.13206  -1.62295
C  -22.00638  -6.90683  -1.52944
N  -21.43657  -10.07836  -0.34800
C  -20.53635  -7.24933  -0.95427
Rb  -19.23605  -8.79734  -3.34212
H  -21.79535  -10.88403  -5.51267
H  -19.79006  -10.13136  -1.44754
C  -20.84959  -10.40944  -5.25114
H  -21.17287  -12.77362  -1.51924
O  -22.74570  -6.01570  -0.68971
H  -20.96292  -9.32697  -5.31053
H  -22.00912  -6.28126  -2.42206
H  -21.97696  -9.51696  -2.96607
C  -21.49160  -10.48951  -2.88446
H  -20.03700  -10.68159  -5.92474
C  -19.55845  -6.16454  -1.21303
H  -24.55555  -6.90119  -1.64161